Entry A
ORCA calculation (ωB97M-V/def2-TZVPD) on one molecule with the formula C26H33N3O4S.

Properties
LUMO (eV): 0.453
Multiplicity: 1
Molecular weight (g mol⁻¹): 483.63
Kohn-Sham gap (eV): 9.5

Bonds (Å) are listed after each position.
Geometry (Å):
1 C 0.3122 -3.5359 -0.0930  C2 1.496, H65 1.089, H66 1.089, H67 1.087
2 C 1.5495 -2.7072 -0.2388  C1 1.496, C3 1.390, C7 1.400
3 C 1.8661 -2.1327 -1.4638  C2 1.390, C4 1.384, H64 1.081
4 C 2.9838 -1.3297 -1.6113  C3 1.384, C5 1.379, H63 1.078
5 C 3.7994 -1.1236 -0.5186  C4 1.379, C6 1.380, S13 1.788
6 C 3.5243 -1.7137 0.6979  C5 1.380, C7 1.387, H12 1.080
7 C 2.3932 -2.5001 0.8596  C2 1.400, C6 1.387, C8 1.494
8 C 2.0742 -3.0927 2.1938  C7 1.494, H9 1.086, H10 1.089, H11 1.089
9 H 2.8831 -2.9143 2.8966  C8 1.086
10 H 1.9060 -4.1655 2.1164  C8 1.089
11 H 1.1660 -2.6358 2.5852  C8 1.089
12 H 4.2154 -1.5593 1.5127  C6 1.080
13 S 5.2456 -0.0829 -0.6702  C5 1.788, O14 1.433, O15 1.433, N16 1.671
14 O 6.2119 -0.4846 0.3084  S13 1.433
15 O 5.6194 -0.0230 -2.0522  S13 1.433
16 N 4.7890 1.4702 -0.2544  S13 1.671, C17 1.444, C56 1.437
17 C 3.9729 2.2054 -1.1918  N16 1.444, H18 1.097, C19 1.539, H62 1.091
18 H 4.5453 3.0518 -1.5919  C17 1.097
19 C 2.6892 2.7248 -0.5207  C17 1.539, N20 1.443, H60 1.086, H61 1.096
20 N 2.1969 1.7508 0.4232  C19 1.443, C21 1.356, C54 1.457
21 C 1.0870 0.9776 0.3347  N20 1.356, O22 1.219, C23 1.526
22 O 0.8623 0.1212 1.1728  C21 1.219
23 C 0.1250 1.2721 -0.8131  C21 1.526, C24 1.535, C46 1.539, H53 1.095
24 C -0.8651 0.1182 -1.0239  C23 1.535, H25 1.089, H26 1.093, C27 1.531
25 H -0.3164 -0.8201 -1.0841  C24 1.089
26 H -1.3900 0.2805 -1.9683  C24 1.093
27 C -1.8924 0.0201 0.1066  C24 1.531, N28 1.442, H51 1.091, H52 1.094
28 N -2.5570 1.2861 0.2899  C27 1.442, C29 1.351, C45 1.444
29 C -3.8521 1.5459 0.0054  N28 1.351, O30 1.218, C31 1.501
30 O -4.3311 2.6630 0.0906  C29 1.218
31 C -4.6783 0.3622 -0.4044  C29 1.501, C32 1.388, C36 1.396
32 C -4.8376 0.0775 -1.7533  C31 1.388, C33 1.384, H44 1.081
33 C -5.6444 -0.9729 -2.1548  C32 1.384, C34 1.384, H43 1.080
34 C -6.2989 -1.7357 -1.2037  C33 1.384, C35 1.384, H42 1.080
35 C -6.1498 -1.4445 0.1415  C34 1.384, C36 1.388, H41 1.081
36 C -5.3446 -0.3949 0.5610  C31 1.396, C35 1.388, C37 1.498
37 C -5.1775 -0.0711 2.0139  C36 1.498, H38 1.090, H39 1.089, H40 1.087
38 H -4.1624 -0.2990 2.3405  C37 1.090
39 H -5.3491 0.9906 2.1827  C37 1.089
40 H -5.8741 -0.6431 2.6216  C37 1.087
41 H -6.6710 -2.0383 0.8789  C35 1.081
42 H -6.9324 -2.5553 -1.5094  C34 1.080
43 H -5.7646 -1.1911 -3.2055  C33 1.080
44 H -4.3307 0.6866 -2.4880  C32 1.081
45 C -1.6514 2.3651 0.6081  N28 1.444, C46 1.529, H49 1.092, H50 1.095
46 C -0.6581 2.5681 -0.5361  C23 1.539, C45 1.529, H47 1.090, H48 1.093
47 H 0.0122 3.3898 -0.2819  C46 1.090
48 H -1.2134 2.8443 -1.4355  C46 1.093
49 H -2.2495 3.2656 0.7612  C45 1.092
50 H -1.1163 2.1184 1.5313  C45 1.095
51 H -2.6272 -0.7527 -0.1238  C27 1.091
52 H -1.3712 -0.2406 1.0327  C27 1.094
53 H 0.7069 1.3797 -1.7340  C23 1.095
54 C 3.0969 1.5306 1.5480  N20 1.457, H55 1.092, C56 1.539, H59 1.097
55 H 2.9339 0.5066 1.8891  C54 1.092
56 C 4.5602 1.7639 1.1337  N16 1.437, C54 1.539, H57 1.096, H58 1.090
57 H 4.8492 2.8048 1.3155  C56 1.096
58 H 5.2304 1.1184 1.7008  C56 1.090
59 H 2.8293 2.2110 2.3665  C54 1.097
60 H 1.9509 2.9581 -1.2828  C19 1.086
61 H 2.9117 3.6458 0.0307  C19 1.096
62 H 3.7422 1.5344 -2.0205  C17 1.091
63 H 3.2446 -0.8891 -2.5604  C4 1.078
64 H 1.2295 -2.3169 -2.3180  C3 1.081
65 H 0.5625 -4.5471 0.2252  C1 1.089
66 H -0.3396 -3.1014 0.6636  C1 1.089
67 H -0.2319 -3.5945 -1.0321  C1 1.087

List of natural (NBO) charges in e, atom by atom:
1. C -0.6616
2. C 0.1131
3. C -0.2468
4. C -0.1993
5. C -0.3480
6. C -0.1868
7. C -0.0117
8. C -0.6363
9. H 0.2195
10. H 0.2180
11. H 0.2304
12. H 0.2325
13. S 2.3337
14. O -0.9393
15. O -0.9388
16. N -0.6736
17. C -0.2258
18. H 0.2036
19. C -0.2322
20. N -0.4466
21. C 0.7141
22. O -0.6574
23. C -0.3239
24. C -0.3944
25. H 0.2281
26. H 0.2056
27. C -0.2331
28. N -0.4390
29. C 0.6774
30. O -0.6259
31. C -0.1610
32. C -0.1821
33. C -0.2200
34. C -0.2023
35. C -0.2383
36. C 0.0989
37. C -0.6602
38. H 0.2189
39. H 0.2343
40. H 0.2166
41. H 0.2093
42. H 0.2135
43. H 0.2143
44. H 0.2134
45. C -0.2341
46. C -0.3884
47. H 0.2093
48. H 0.2156
49. H 0.2510
50. H 0.1983
51. H 0.2253
52. H 0.2263
53. H 0.2220
54. C -0.2424
55. H 0.2432
56. C -0.2477
57. H 0.1989
58. H 0.2523
59. H 0.1964
60. H 0.2277
61. H 0.1967
62. H 0.2216
63. H 0.2368
64. H 0.2147
65. H 0.2233
66. H 0.2256
67. H 0.2173

=====

Entry B
ORCA calculation (ωB97M-V/def2-TZVPD) on one molecule with the formula C26H33N3O4S.

Properties
LUMO (eV): 0.435
Multiplicity: 1
Molecular weight (g mol⁻¹): 483.63
Kohn-Sham gap (eV): 8.4

Bonds (Å) are listed after each position.
Geometry (Å):
1 C -6.5653 2.8431 -1.7572  H2 1.087, H3 1.087, H4 1.087, C5 1.533
2 H -7.4590 3.1787 -2.2762  C1 1.087
3 H -6.5660 3.2753 -0.7597  C1 1.087
4 H -5.6970 3.2111 -2.2987  C1 1.087
5 C -6.5594 1.3120 -1.6880  C1 1.533, N6 1.448, H66 1.094, H67 1.094
6 N -5.4333 0.6999 -1.0134  C5 1.448, C7 1.446, C59 1.450
7 C -4.1521 0.9048 -1.6519  N6 1.446, H8 1.092, C9 1.535, H65 1.106
8 H -4.2528 0.7016 -2.7205  C7 1.092
9 C -3.1251 -0.0612 -1.0453  C7 1.535, N10 1.441, H63 1.084, H64 1.095
10 N -3.0340 0.1603 0.3757  C9 1.441, C11 1.349, C57 1.451
11 C -1.9992 0.6721 1.0741  N10 1.349, O12 1.217, C13 1.544
12 O -2.1396 1.0690 2.2160  C11 1.217
13 C -0.6116 0.7044 0.3973  C11 1.544, C14 1.502, C39 1.543, H56 1.094
14 C -0.1088 -0.6803 0.1028  C13 1.502, C15 1.387, C19 1.390
15 C 0.3328 -1.4327 1.1807  C14 1.387, C16 1.393, C32 1.487
16 C 0.7620 -2.7448 0.9972  C15 1.393, C17 1.381, H31 1.078
17 C 0.7905 -3.3095 -0.2626  C16 1.381, C18 1.414, O26 1.360
18 C 0.4183 -2.5187 -1.3747  C17 1.414, C19 1.386, O21 1.360
19 C -0.0262 -1.2216 -1.1752  C14 1.390, C18 1.386, H20 1.079
20 H -0.2814 -0.6119 -2.0283  C19 1.079
21 O 0.5348 -3.1238 -2.5870  C18 1.360, C22 1.405
22 C 0.1882 -2.3990 -3.7394  O21 1.405, H23 1.095, H24 1.089, H25 1.096
23 H 0.8158 -1.5098 -3.8630  C22 1.095
24 H 0.3602 -3.0770 -4.5738  C22 1.089
25 H -0.8663 -2.1015 -3.7283  C22 1.096
26 O 1.1795 -4.5811 -0.5456  C17 1.360, C27 1.407
27 C 1.5543 -5.4093 0.5288  O26 1.407, H28 1.095, H29 1.094, H30 1.089
28 H 2.4350 -5.0195 1.0493  C27 1.095
29 H 0.7367 -5.5322 1.2459  C27 1.094
30 H 1.7952 -6.3738 0.0847  C27 1.089
31 H 1.0753 -3.2862 1.8754  C16 1.078
32 C 0.4480 -0.8395 2.5397  C15 1.487, O33 1.221, N34 1.353
33 O 0.5519 -1.5278 3.5424  C32 1.221
34 N 0.5304 0.5104 2.5637  C32 1.353, C35 1.442, C39 1.447
35 C 0.6878 1.1937 3.8239  N34 1.442, H36 1.092, H37 1.092, H38 1.088
36 H 1.5458 1.8682 3.7808  C35 1.092
37 H -0.2166 1.7601 4.0561  C35 1.092
38 H 0.8476 0.4403 4.5925  C35 1.088
39 C 0.3793 1.3443 1.3913  C13 1.543, N34 1.447, C40 1.514, H55 1.097
40 C 1.6928 1.6201 0.6914  C39 1.514, C41 1.386, C45 1.392
41 C 2.7795 0.7667 0.8012  C40 1.386, C42 1.384, H54 1.079
42 C 3.9560 1.0164 0.1158  C41 1.384, C43 1.387, H53 1.078
43 C 4.0594 2.1344 -0.6978  C42 1.387, C44 1.393, S48 1.766
44 C 2.9739 3.0007 -0.8107  C43 1.393, C45 1.378, H47 1.079
45 C 1.8083 2.7433 -0.1227  C40 1.392, C44 1.378, H46 1.081
46 H 0.9752 3.4264 -0.2129  C45 1.081
47 H 3.0621 3.8737 -1.4394  C44 1.079
48 S 5.4998 2.5600 -1.6276  C43 1.766, C49 1.815
49 C 6.7027 1.2729 -1.1912  S48 1.815, H50 1.086, H51 1.086, H52 1.086
50 H 7.6088 1.5252 -1.7333  C49 1.086
51 H 6.3409 0.3001 -1.5111  C49 1.086
52 H 6.8948 1.2923 -0.1224  C49 1.086
53 H 4.7786 0.3287 0.2275  C42 1.078
54 H 2.7177 -0.1062 1.4329  C41 1.079
55 H -0.0519 2.2941 1.7307  C39 1.097
56 H -0.6525 1.3167 -0.5081  C13 1.094
57 C -4.3245 0.0279 1.0265  N10 1.451, H58 1.090, C59 1.528, H62 1.094
58 H -4.1925 0.2381 2.0879  C57 1.090
59 C -5.3330 0.9912 0.4031  N6 1.450, C57 1.528, H60 1.091, H61 1.104
60 H -6.3113 0.8453 0.8644  C59 1.091
61 H -5.0003 2.0253 0.5976  C59 1.104
62 H -4.6722 -1.0006 0.8901  C57 1.094
63 H -2.1623 0.0888 -1.5214  C9 1.084
64 H -3.4549 -1.0912 -1.2191  C9 1.095
65 H -3.7779 1.9371 -1.5228  C7 1.106
66 H -6.5835 0.9062 -2.7040  C5 1.094
67 H -7.4617 0.9731 -1.1711  C5 1.094

List of natural (NBO) charges in e, atom by atom:
1. C -0.6374
2. H 0.2162
3. H 0.2055
4. H 0.2022
5. C -0.1997
6. N -0.4493
7. C -0.2307
8. H 0.2047
9. C -0.2036
10. N -0.4433
11. C 0.7062
12. O -0.6357
13. C -0.3508
14. C 0.0968
15. C -0.1787
16. C -0.2421
17. C 0.2591
18. C 0.2914
19. C -0.3233
20. H 0.2144
21. O -0.4764
22. C -0.2505
23. H 0.1768
24. H 0.2038
25. H 0.1722
26. O -0.4795
27. C -0.2512
28. H 0.1770
29. H 0.1802
30. H 0.2000
31. H 0.2486
32. C 0.6712
33. O -0.6372
34. N -0.4314
35. C -0.4145
36. H 0.1935
37. H 0.2090
38. H 0.2465
39. C -0.0312
40. C -0.0888
41. C -0.1305
42. C -0.2598
43. C -0.1719
44. C -0.2429
45. C -0.1440
46. H 0.2014
47. H 0.2175
48. S 0.2544
49. C -0.7422
50. H 0.2372
51. H 0.2193
52. H 0.2208
53. H 0.2145
54. H 0.2145
55. H 0.2348
56. H 0.2354
57. C -0.2293
58. H 0.2493
59. C -0.2309
60. H 0.2077
61. H 0.1704
62. H 0.1974
63. H 0.2073
64. H 0.2032
65. H 0.1626
66. H 0.1907
67. H 0.1935

=====

It is entry A that is the most stable of them.

=====

Entry A
ORCA calculation (ωB97M-V/def2-TZVPD) on one molecule with the formula C14H19N3OS.

Properties
LUMO (eV): 0.688
Multiplicity: 1
Molecular weight (g mol⁻¹): 277.39
Kohn-Sham gap (eV): 9.2

Bonds (Å) are listed after each position.
Geometry (Å):
1 C 6.1227 1.5719 0.5140  C2 1.524, H36 1.087, H37 1.088, H38 1.088
2 C 5.4222 0.2946 0.0663  C1 1.524, C3 1.527, H34 1.091, H35 1.093
3 C 4.0294 0.5877 -0.4867  C2 1.527, C4 1.530, H32 1.092, H33 1.093
4 C 3.3063 -0.6568 -1.0042  C3 1.530, C5 1.532, H30 1.092, H31 1.092
5 C 2.7998 -1.5543 0.1288  C4 1.532, O6 1.413, H28 1.097, H29 1.093
6 O 1.8855 -0.8946 0.9806  C5 1.413, C7 1.358
7 C 0.6132 -0.6632 0.5667  O6 1.358, C8 1.391, C12 1.398
8 C 0.0345 -1.1482 -0.6021  C7 1.391, C9 1.384, H27 1.079
9 C -1.2843 -0.8508 -0.8964  C8 1.384, C10 1.387, H26 1.081
10 C -2.0521 -0.0637 -0.0510  C9 1.387, C11 1.392, C15 1.490
11 C -1.4731 0.4093 1.1234  C10 1.392, C12 1.376, H14 1.080
12 C -0.1629 0.1178 1.4276  C7 1.398, C11 1.376, H13 1.079
13 H 0.2925 0.4826 2.3348  C12 1.079
14 H -2.0581 1.0137 1.8009  C11 1.080
15 C -3.4723 0.2480 -0.3761  C10 1.490, H16 1.089, H17 1.088, S18 1.847
16 H -3.6751 0.1869 -1.4441  C15 1.089
17 H -3.7842 1.2191 0.0037  C15 1.088
18 S -4.5916 -0.9793 0.4322  C15 1.847, C19 1.728
19 C -6.0882 -0.1612 0.1528  S18 1.728, N20 1.318, N23 1.353
20 N -6.2560 1.0008 -0.4453  C19 1.318, C21 1.349
21 C -7.5922 1.1831 -0.3997  N20 1.349, N22 1.308, H25 1.070
22 N -8.2517 0.2151 0.1830  C21 1.308, N23 1.344
23 N -7.2882 -0.6520 0.5394  C19 1.353, N22 1.344, H24 1.007
24 H -7.5021 -1.5101 1.0202  N23 1.007
25 H -8.0675 2.0499 -0.8087  C21 1.070
26 H -1.7193 -1.2380 -1.8066  C9 1.081
27 H 0.5929 -1.7631 -1.2901  C8 1.079
28 H 2.3607 -2.4745 -0.2764  C5 1.097
29 H 3.6268 -1.8343 0.7855  C5 1.093
30 H 3.9756 -1.2438 -1.6363  C4 1.092
31 H 2.4550 -0.3414 -1.6110  C4 1.092
32 H 3.4188 1.0498 0.2917  C3 1.092
33 H 4.1220 1.3046 -1.3059  C3 1.093
34 H 5.3489 -0.3866 0.9156  C2 1.091
35 H 6.0208 -0.1964 -0.7050  C2 1.093
36 H 7.1126 1.3494 0.9053  C1 1.087
37 H 5.5483 2.0667 1.2939  C1 1.088
38 H 6.2306 2.2616 -0.3205  C1 1.088

List of natural (NBO) charges in e, atom by atom:
1. C -0.5987
2. C -0.3936
3. C -0.3990
4. C -0.4258
5. C -0.0662
6. O -0.5148
7. C 0.3915
8. C -0.3302
9. C -0.1659
10. C -0.1053
11. C -0.1665
12. C -0.2790
13. H 0.2237
14. H 0.2149
15. C -0.4930
16. H 0.2331
17. H 0.2485
18. S 0.2538
19. C 0.1749
20. N -0.5240
21. C 0.1374
22. N -0.2865
23. N -0.3667
24. H 0.4176
25. H 0.1995
26. H 0.2121
27. H 0.2186
28. H 0.1752
29. H 0.1938
30. H 0.2067
31. H 0.2114
32. H 0.2073
33. H 0.2010
34. H 0.1918
35. H 0.1917
36. H 0.2078
37. H 0.2025
38. H 0.2004

=====

Entry B
ORCA calculation (ωB97M-V/def2-TZVPD) on one molecule with the formula C14H19N3OS.

Properties
LUMO (eV): 0.490
Multiplicity: 1
Molecular weight (g mol⁻¹): 277.39
Kohn-Sham gap (eV): 9.0

Bonds (Å) are listed after each position.
Geometry (Å):
1 C -4.9198 -1.8330 1.1428  C2 1.524, H36 1.088, H37 1.086, H38 1.087
2 C -5.0068 -1.0314 -0.1504  C1 1.524, C3 1.528, H34 1.093, H35 1.092
3 C -3.6488 -0.5197 -0.6286  C2 1.528, H4 1.092, C5 1.530, H33 1.094
4 H -2.9519 -1.3561 -0.7136  C3 1.092
5 C -3.0466 0.5290 0.3093  C3 1.530, N6 1.447, H31 1.094, H32 1.091
6 N -1.8053 1.0707 -0.2002  C5 1.447, C7 1.369, H30 1.008
7 C -0.6070 0.5362 0.1888  N6 1.369, O8 1.210, N9 1.383
8 O -0.4907 -0.2394 1.1101  C7 1.210
9 N 0.4560 1.0108 -0.5587  C7 1.383, C10 1.409, H29 1.010
10 C 1.8038 0.7240 -0.2634  N9 1.409, C11 1.399, C15 1.400
11 C 2.2615 -0.5973 -0.2876  C10 1.399, C12 1.388, C25 1.494
12 C 3.5959 -0.8502 -0.0009  C11 1.388, C13 1.382, H24 1.080
13 C 4.4588 0.1950 0.2677  C12 1.382, C14 1.385, S21 1.792
14 C 4.0114 1.5061 0.2670  C13 1.385, C15 1.384, H20 1.080
15 C 2.6799 1.7819 0.0090  C10 1.400, C14 1.384, C16 1.500
16 C 2.1855 3.1983 0.0272  C15 1.500, H17 1.090, H18 1.092, H19 1.086
17 H 1.3102 3.2896 0.6698  C16 1.090
18 H 1.9122 3.5281 -0.9769  C16 1.092
19 H 2.9586 3.8645 0.3998  C16 1.086
20 H 4.7000 2.3101 0.4798  C14 1.080
21 S 6.1887 -0.0626 0.6573  C13 1.792, C22 1.675
22 C 6.4118 -1.5928 0.0130  S21 1.675, N23 1.147
23 N 6.5890 -2.6379 -0.4254  C22 1.147
24 H 3.9560 -1.8679 -0.0069  C12 1.080
25 C 1.3509 -1.7316 -0.6269  C11 1.494, H26 1.086, H27 1.089, H28 1.090
26 H 1.9220 -2.6276 -0.8539  C25 1.086
27 H 0.7273 -1.4745 -1.4820  C25 1.089
28 H 0.6900 -1.9340 0.2153  C25 1.090
29 H 0.3051 1.8796 -1.0507  N9 1.010
30 H -1.8576 1.5331 -1.0949  N6 1.008
31 H -3.7518 1.3529 0.4566  C5 1.094
32 H -2.8070 0.0824 1.2749  C5 1.091
33 H -3.7664 -0.0768 -1.6225  C3 1.094
34 H -5.6823 -0.1841 -0.0103  C2 1.093
35 H -5.4310 -1.6656 -0.9323  C2 1.092
36 H -5.8912 -2.2557 1.3888  C1 1.088
37 H -4.6031 -1.2063 1.9717  C1 1.086
38 H -4.2076 -2.6478 1.0369  C1 1.087

List of natural (NBO) charges in e, atom by atom:
1. C -0.6078
2. C -0.3920
3. C -0.4026
4. H 0.2046
5. C -0.2241
6. N -0.6320
7. C 0.7901
8. O -0.6490
9. N -0.6632
10. C 0.2063
11. C 0.0128
12. C -0.2256
13. C -0.1526
14. C -0.2280
15. C -0.0320
16. C -0.6352
17. H 0.2262
18. H 0.2110
19. H 0.2256
20. H 0.2153
21. S 0.3518
22. C 0.0266
23. N -0.3052
24. H 0.2309
25. C -0.6477
26. H 0.2169
27. H 0.2183
28. H 0.2577
29. H 0.3912
30. H 0.3810
31. H 0.1890
32. H 0.2342
33. H 0.1929
34. H 0.1927
35. H 0.2034
36. H 0.2108
37. H 0.2024
38. H 0.2051

=====

It is entry B that is the most stable of them.